This record from the Open Molecules 2025 dataset describes an isolated ion of composition C33H45O4 and charge -1 at a distorted geometry. The level of theory is wB97M-V/def2-TZVPD.

Cartesian coordinates (Å):
O1 2.639 -1.151 1.687
O2 -2.463 2.432 2.334
O3 0.029 -0.639 2.538
O4 2.709 -2.437 -0.208
C1 0.200 -4.140 -0.676
C2 -0.404 0.491 -0.371
C3 -2.578 1.390 0.194
C4 -4.703 0.696 -1.013
C5 -1.196 -4.114 -1.300
C6 3.695 1.115 -1.415
C7 -2.294 -2.190 0.034
C8 0.586 -1.695 0.411
C9 2.968 0.092 -3.468
C10 -4.105 1.457 0.165
C11 3.812 0.984 -2.799
C12 1.717 -0.302 -1.434
C13 -0.344 -1.254 1.557
C14 0.408 -0.778 -0.763
C15 -2.355 -3.666 -0.381
C16 -1.885 2.138 1.255
C17 -4.679 0.887 1.472
C18 4.156 -2.464 -0.266
C19 4.507 -3.927 -0.356
C20 1.924 -0.548 -2.792
C21 0.204 1.637 0.173
C22 2.663 0.461 -0.742
C23 -0.473 2.448 1.049
C24 0.405 -3.275 0.526
C25 0.232 3.480 1.938
C26 4.821 1.808 -3.544
C27 2.074 -1.659 0.747
C28 -0.567 4.782 2.002
C29 1.642 3.792 1.435
C30 -4.558 2.922 0.064
C31 -1.805 -1.811 1.429
C32 -1.803 0.587 -0.608
C33 0.329 2.879 3.346
H1 -3.296 -1.754 -0.096
H2 -0.688 2.748 3.732
H3 -1.174 -3.477 -2.197
H4 4.299 -4.427 0.599
H5 -2.472 -4.323 0.494
H6 5.569 -4.062 -0.568
H7 0.393 -5.158 -0.289
H8 -3.273 -3.771 -0.985
H9 -0.375 -3.517 1.262
H10 5.084 2.701 -2.970
H11 1.307 -3.643 1.046
H12 -1.881 -2.681 2.109
H13 -0.674 5.220 1.004
H14 4.440 2.130 -4.518
H15 2.290 2.907 1.467
H16 3.921 -4.410 -1.148
H17 2.593 0.583 0.339
H18 -1.672 -1.713 -0.712
H19 -2.252 -0.013 -1.405
H20 -2.463 -1.042 1.871
H21 0.982 -3.953 -1.426
H22 0.814 1.896 3.301
H23 3.108 -0.080 -4.538
H24 -1.412 -5.135 -1.642
H25 4.440 -1.904 -1.166
H26 1.211 1.924 -0.109
H27 -5.768 1.028 1.462
H28 -4.124 3.395 -0.824
H29 -4.240 1.424 2.322
H30 5.734 1.227 -3.717
H31 -0.042 5.494 2.648
H32 -4.305 1.078 -1.963
H33 -5.791 0.853 -0.998
H34 1.630 4.196 0.413
H35 -4.453 -0.182 1.572
H36 -1.555 4.586 2.421
H37 -0.133 -1.318 -1.550
H38 1.233 -1.215 -3.320
H39 -4.513 -0.382 -0.935
H40 0.896 3.559 3.991
H41 -5.651 2.960 -0.017
H42 4.550 -1.974 0.630
H43 -4.255 3.477 0.956
H44 2.087 4.551 2.090
H45 4.370 1.771 -0.852

Output
HOMO = -2.91 eV
Orbital gap = 0.201 Ha
LUMO energy = 2.6 eV
Total charge = -1

This record from the Open Molecules 2025 dataset describes one molecule with the formula C10H19N3O4 at a distorted geometry. The level of theory is wB97M-V/def2-TZVPD.

Cartesian coordinates (Å):
O1 0.291 2.904 -0.512
O2 2.469 2.475 -0.645
O3 -4.553 1.252 -0.368
O4 -1.786 -1.080 -1.287
N1 0.093 0.011 -0.712
N2 -1.900 1.677 0.685
N3 -4.735 -0.895 -1.087
C1 2.299 -0.129 0.413
C2 -3.321 -0.403 0.846
C3 2.984 -0.571 -0.883
C4 1.026 0.698 0.172
C5 -1.203 -0.346 -0.500
C6 1.360 2.115 -0.382
C7 -4.247 0.074 -0.258
C8 -1.911 0.221 0.733
C9 1.979 -1.334 1.322
C10 4.447 -0.971 -0.697
H1 -0.545 2.452 -0.174
H2 -5.232 -0.584 -1.890
H3 0.501 -0.400 -1.550
H4 -4.146 -1.681 -1.237
H5 4.924 -1.278 -1.644
H6 3.008 0.529 0.964
H7 -2.016 2.041 1.656
H8 2.882 -1.948 1.514
H9 2.944 0.266 -1.614
H10 0.533 0.833 1.135
H11 1.550 -0.986 2.290
H12 5.041 -0.109 -0.313
H13 -2.721 1.988 0.165
H14 1.268 -1.983 0.857
H15 -1.320 -0.070 1.590
H16 2.439 -1.434 -1.307
H17 -3.749 -0.051 1.802
H18 4.572 -1.780 0.032
H19 -3.225 -1.500 0.884

Output
HOMO = -9.64 eV
ΔE to the lowest compared entry with this formula, charge and spin = 1.10 kcal/mol
Orbital gap = 0.367 Ha
LUMO energy = 0.3 eV

This record from the Open Molecules 2025 dataset describes C2H6O2Sc as an isolated structure at a distorted geometry. The level of theory is wB97M-V/def2-TZVPD.

Cartesian coordinates (Å):
Sc1 -0.531 -2.132 1.430
O1 0.315 -1.544 -0.381
O2 -1.085 -0.134 0.823
C1 -0.291 0.133 -0.321
C2 0.835 1.071 -0.026
H1 -1.972 0.234 0.749
H2 1.792 0.589 -0.272
H3 -0.912 0.347 -1.197
H4 0.250 -1.856 -1.287
H5 0.923 1.281 1.050
H6 0.675 2.010 -0.570

Output
HOMO (spin up / spin down) = -17.85 / -21.48 eV
ΔE to the lowest compared entry with this formula, charge and spin = 0.00 kcal/mol
Orbital gap (spin up / spin down) = 0.293 / 0.425 Ha
LUMO energy (spin up / spin down) = -9.9 / -9.9 eV
Total charge = +2
Multiplicity = 2

This record from the Open Molecules 2025 dataset describes an isolated ion of composition C9H19O5S and charge -1 at a distorted geometry. The level of theory is wB97M-V/def2-TZVPD.

Cartesian coordinates (Å):
S1 0.387 -3.384 0.198
O1 0.696 -4.067 -1.053
O2 0.357 -1.622 -0.341
O3 -0.936 -3.740 0.729
O4 -1.574 -0.345 -0.249
O5 1.628 0.900 0.800
C1 3.842 1.579 1.069
C2 -2.369 0.008 -2.488
C3 -3.138 -2.047 -1.278
C4 -1.989 -1.017 -1.474
C5 1.669 3.160 1.450
C6 0.481 0.702 -0.018
C7 -0.265 -0.610 0.297
C8 2.411 2.076 0.649
C9 -0.500 -0.727 1.825
H1 1.996 3.088 2.529
H2 2.564 2.488 -0.328
H3 0.254 -1.376 2.192
H4 0.647 2.859 1.374
H5 4.147 2.003 2.060
H6 -0.167 1.645 -0.055
H7 0.603 0.573 -1.072
H8 -3.255 0.482 -2.151
H9 -3.341 -2.506 -2.191
H10 -1.443 -1.221 1.930
H11 -0.502 0.202 2.162
H12 -4.082 -1.585 -0.822
H13 -2.820 -2.726 -0.536
H14 1.787 4.126 1.031
H15 -1.111 -1.630 -1.620
H16 4.581 1.929 0.386
H17 -2.755 -0.437 -3.452
H18 -1.548 0.727 -2.656
H19 3.746 0.494 1.104

Output
HOMO = -4.31 eV
ΔE to the lowest compared entry with this formula, charge and spin = 0.00 kcal/mol
Orbital gap = 0.273 Ha
LUMO energy = 3.1 eV
Total charge = -1

This record from the Open Molecules 2025 dataset describes one molecule with the formula C4H9NO at a distorted geometry. The level of theory is wB97M-V/def2-TZVPD.

Cartesian coordinates (Å):
O1 -0.292 1.554 -2.024
N1 -1.013 -0.121 -0.679
C1 0.061 -0.228 1.631
C2 1.409 0.184 -1.115
C3 -0.029 0.625 -1.283
C4 -1.174 -0.431 0.775
H1 -1.910 -0.126 -1.138
H2 1.589 -0.662 -0.478
H3 2.025 1.052 -0.895
H4 -2.068 0.115 1.077
H5 0.694 -1.105 1.610
H6 1.683 -0.062 -2.133
H7 0.684 0.575 1.238
H8 -0.223 0.115 2.623
H9 -1.434 -1.485 0.791

Output
HOMO = -9.24 eV
ΔE to the lowest compared entry with this formula, charge and spin = 23.22 kcal/mol
Orbital gap = 0.374 Ha
LUMO energy = 0.9 eV

This record from the Open Molecules 2025 dataset describes C21H54Cl4N2O17P3V as an isolated structure at a distorted geometry. The level of theory is wB97M-V/def2-TZVPD.

Cartesian coordinates (Å):
V1 -15.252 11.173 17.400
Cl1 -11.983 14.759 11.393
Cl2 -7.282 16.336 13.281
Cl3 -9.870 14.423 8.815
Cl4 -9.759 15.327 16.556
P1 -12.378 11.389 19.866
P2 -8.725 8.707 10.966
P3 -15.726 14.951 16.017
O1 -8.286 8.071 12.230
O2 -12.439 12.041 21.367
O3 -14.779 16.179 16.509
O4 -15.368 13.516 16.436
O5 -15.793 15.067 14.356
O6 -13.472 11.758 18.890
O7 -16.980 6.266 14.469
O8 -12.241 9.761 20.242
O9 -15.378 9.738 18.141
O10 -13.926 10.785 15.610
O11 -10.381 8.826 10.785
O12 -10.805 11.655 19.394
O13 -17.265 15.458 16.468
O14 -8.340 7.899 9.605
O15 -16.692 11.374 16.900
O16 -7.470 12.572 14.883
O17 -8.139 10.261 10.739
N1 -15.247 7.748 14.659
N2 -7.018 10.302 14.634
C1 -8.268 9.730 15.260
C2 -7.834 16.138 14.891
C3 -12.685 10.891 14.906
C4 -17.373 8.395 15.601
C5 -5.433 11.804 13.800
C6 -14.812 14.461 13.489
C7 -17.825 15.122 17.750
C8 -13.376 15.926 16.287
C9 -9.283 15.502 14.939
C10 -6.778 11.593 14.485
C11 -9.389 14.739 10.529
C12 -12.048 12.284 14.992
C13 -14.092 6.858 14.277
C14 -8.159 10.852 9.463
C15 -11.033 9.286 11.971
C16 -10.360 12.488 18.416
C17 -16.455 7.353 14.884
C18 -11.567 11.588 22.389
C19 -7.152 7.131 9.487
C20 -12.122 8.831 19.089
C21 -10.382 13.980 11.447
H1 -14.441 6.345 13.381
H2 -9.641 11.969 17.782
H3 -4.633 11.086 13.980
H4 -9.903 13.359 18.886
H5 -10.528 12.955 11.107
H6 -13.101 7.308 14.209
H7 -17.232 8.349 16.681
H8 -11.123 12.499 22.791
H9 -17.156 15.716 18.372
H10 -9.168 10.819 9.051
H11 -10.759 10.925 22.081
H12 -12.244 12.696 15.982
H13 -7.257 15.332 15.343
H14 -13.018 16.441 15.395
H15 -7.719 17.090 15.410
H16 -9.349 15.813 10.710
H17 -9.280 14.486 14.544
H18 -7.677 10.230 8.708
H19 -15.121 8.735 14.830
H20 -12.117 9.245 11.873
H21 -10.994 12.178 14.735
H22 -13.815 14.511 13.927
H23 -18.438 8.212 15.459
H24 -11.124 12.830 17.718
H25 -9.117 10.380 15.471
H26 -13.041 14.894 16.389
H27 -10.842 10.338 12.182
H28 -11.876 10.180 15.074
H29 -13.991 5.984 14.921
H30 -12.404 9.205 18.105
H31 -7.878 11.905 9.458
H32 -8.352 14.414 10.611
H33 -12.850 10.658 13.854
H34 -7.477 6.091 9.488
H35 -6.448 7.425 10.266
H36 -6.340 9.782 14.096
H37 -17.283 9.353 15.089
H38 -18.866 15.446 17.774
H39 -12.873 16.457 17.096
H40 -8.030 9.261 16.214
H41 -11.066 8.568 19.021
H42 -5.139 12.810 14.097
H43 -12.605 7.897 19.376
H44 -10.054 16.055 14.403
H45 -6.551 7.414 8.623
H46 -12.490 12.919 14.224
H47 -14.747 14.957 12.520
H48 -17.806 14.092 18.106
H49 -15.008 13.409 13.281
H50 -10.119 13.954 12.505
H51 -5.681 11.869 12.740
H52 -12.100 11.153 23.235
H53 -10.895 8.796 12.935
H54 -8.517 9.043 14.451

Output
HOMO = -8.41 eV
Orbital gap = 0.284 Ha
LUMO energy = -0.7 eV

no.,molecular weight (g/mol)
1,505.72
2,245.28
3,107.02
4,239.31
5,87.12
6,892.34